This record from the Open Molecules 2025 dataset describes a structure of composition C29H29ClF3O3Tc at a distorted geometry. The level of theory is ωB97M-V with the def2-TZVPD basis set.

spin multiplicity = 2
⟨S²⟩ = 1.042
Kohn-Sham gap (alpha / beta) = 5.31 / 5.45 eV
E_LUMO (alpha / beta) = 2.07 / 2.11 eV
net charge = -1
F_max = 4.13 eV Å⁻¹

Structure (XYZ):
```
66
C29H29ClF3O3Tc ωB97M-V with the def2-TZVPD basis set
Tc -0.28441 0.28027 0.18848
Cl 2.38781 -3.74378 5.75652
F -2.14624 9.59799 -0.83125
F -3.61656 9.20458 0.68553
F -1.58344 9.59685 1.24681
O -2.09930 -1.60752 -0.84711
O 0.17360 -1.67454 0.77337
O 1.11745 0.76900 1.52705
C 0.68164 -2.09315 1.86249
C 1.63755 0.12423 2.46927
C 1.76001 -3.11269 4.25896
C -3.41478 0.39728 -0.34565
C 1.02299 -3.94901 3.42499
C -1.44136 5.52195 -0.98601
C 2.75199 0.98401 -1.30337
C -3.27089 -2.39350 -0.95862
C 1.15074 -0.52765 -1.91512
C 0.50902 -3.44811 2.25218
C -2.02599 7.48640 0.25444
C -1.47678 4.74954 0.18802
C -1.78865 5.39029 1.40108
C 3.95012 1.64576 -0.70628
C 0.60135 -1.84828 -2.35939
C -1.19135 3.38013 0.14914
C 1.66252 3.17519 -2.11813
C 1.45794 -1.25659 2.74804
C -0.43444 1.10160 -3.23589
C -1.71053 6.86849 -0.95553
C 1.69369 1.69750 -1.91347
C 0.69051 0.77937 -2.29264
C -2.33210 8.94044 0.32770
C 2.43316 -0.37384 -1.31592
C -2.05997 6.73619 1.43235
C -2.07735 -0.31762 -0.44583
C -0.89877 2.19261 0.07009
C 1.99611 -1.80233 3.92512
C 3.26115 -1.52322 -0.83703
H -0.97798 0.20053 -3.50962
H -1.13862 1.79747 -2.78066
H -4.00473 -1.95175 -1.64340
H -2.29919 7.22773 2.36544
H -1.67739 7.45338 -1.86287
H -0.03532 1.55756 -4.14500
H -2.93844 -3.34600 -1.36949
H -3.34459 1.33448 -0.89459
H 4.39789 2.34763 -1.41248
H -1.19134 5.03261 -1.91468
H 3.70935 -2.05322 -1.68321
H -1.81119 4.80742 2.31028
H 4.70724 0.92056 -0.41369
H 2.25247 0.68962 3.19124
H 2.57736 -1.16505 4.57827
H -0.37977 -1.72915 -2.81385
H -0.05396 -4.08692 1.58566
H -3.73549 -2.56241 0.01749
H 1.70516 3.69750 -1.16030
H 3.65656 2.21354 0.17960
H 0.74525 3.46819 -2.62218
H 2.64315 -2.23786 -0.29478
H 0.85750 -4.97995 3.70239
H 4.06420 -1.19832 -0.17898
H -3.62102 0.64863 0.69589
H 2.51601 3.50215 -2.72038
H 1.27319 -2.32217 -3.08342
H -4.25897 -0.17213 -0.73151
H 0.49916 -2.51558 -1.50436
```